Below is a structure of composition C22H24F5N4O4Rh in a non-equilibrium geometry, with properties calculated with ωB97M-V with the def2-TZVPD basis set.

Geometry (Å):
Rh -0.55 -0.63 -0.92
C -0.87 0.13 -3.79
N -0.60 -1.05 -2.95
C 0.72 -1.61 -3.31
C -1.68 -2.06 -3.17
C -1.76 -3.02 -2.01
N -1.79 -2.19 -0.82
C -2.24 -2.74 0.37
C -2.89 -1.92 1.30
F -3.08 -0.62 1.00
C -3.35 -2.39 2.51
F -3.96 -1.55 3.34
C -3.19 -3.72 2.87
C -2.56 -4.55 1.97
F -2.37 -5.84 2.27
C -2.09 -4.08 0.76
F -1.43 -4.94 -0.05
H -0.97 -0.19 -4.83
H -0.06 0.85 -3.68
H -1.80 0.60 -3.47
H 0.75 -1.85 -4.37
H 0.92 -2.50 -2.73
H 1.48 -0.86 -3.08
H -1.51 -2.56 -4.13
H -2.62 -1.51 -3.22
H -0.91 -3.72 -2.03
H -2.67 -3.63 -2.10
H -3.55 -4.09 3.82
C 0.29 4.70 -1.61
C 1.38 3.62 -1.49
C 2.27 3.92 -0.28
C 2.23 3.62 -2.76
C 0.75 2.30 -1.32
C 0.21 1.22 -1.18
H 0.75 5.69 -1.72
H -0.34 4.71 -0.72
H -0.34 4.52 -2.47
H 2.75 4.90 -0.39
H 3.05 3.16 -0.18
H 1.68 3.94 0.64
H 2.70 4.60 -2.91
H 1.62 3.40 -3.64
H 3.02 2.87 -2.70
F 0.90 3.48 3.57
C 1.10 2.18 3.77
C 1.51 1.38 2.79
N 1.73 0.02 3.00
C 2.09 -0.81 1.89
C 1.00 -0.81 0.85
O 1.26 -1.09 -0.37
O -0.17 -0.48 1.11
C 1.46 -0.58 4.22
O 1.59 -1.77 4.41
N 1.05 0.29 5.20
C 0.82 1.66 5.11
O 0.47 2.32 6.06
H 1.67 1.75 1.79
H 2.24 -1.83 2.26
H 3.02 -0.47 1.42
H 0.86 -0.13 6.10

E   -53947.590 eV
Kohn-Sham gap (alpha / beta)   7.4 / 7.4 eV
F_max   1.435 eV/Å
Net charge   0
Relative energy (zero: lowest compared OMol25 entry of this formula, charge and spin)   17.7 kcal/mol